1.
A 5-piece molecular cluster, CH14N2O4 overall. Source: OMol25; level of theory: the ωB97M-V functional and the def2-TZVPD basis.

Output
Electronic energy in eV: -12432.9724
HOMO energy in eV: -9.4
SMILES string: NCN.O.O.O.O
2S+1: 1
Charge: 0

The geometry in XYZ format:
```
21
Properties=species:S:1:pos:R:3:lowdin_charge:R:1
N -0.275 0.484 -3.017 0.013
C -0.883 -0.744 -2.731 -0.337
N -0.860 -1.287 -1.255 -0.015
H -0.791 1.265 -2.790 0.035
H 0.703 0.521 -2.705 0.059
H -1.960 -0.605 -2.836 0.096
H -0.553 -1.577 -3.423 0.115
H -0.168 -2.065 -1.311 0.069
H -1.776 -1.604 -1.082 0.021
O 1.949 1.450 4.419 -0.102
H 2.441 1.007 5.203 0.080
H 1.348 0.720 4.228 0.003
O -0.084 -1.053 2.675 -0.127
H -0.091 -1.925 2.065 0.104
H -1.049 -0.934 2.540 0.024
O -1.232 1.203 0.971 -0.128
H -1.586 1.774 0.311 -0.013
H -1.154 0.375 0.282 0.070
O 1.822 0.835 -0.845 -0.092
H 1.916 1.796 -0.565 0.082
H 2.283 0.361 -0.136 0.042
```

***

2.
An isolated molecule of C2H5BO3. Source: OMol25; level of theory: the ωB97M-V functional and the def2-TZVPD basis.

Output
Electronic energy in eV: -8975.4576
HOMO energy in eV: -9.5
SMILES string: OB1OCCO1
2S+1: 1
Charge: 0

The geometry in XYZ format:
```
11
Properties=species:S:1:pos:R:3:lowdin_charge:R:1
O -1.145 0.698 -2.221 0.259
B -0.511 0.249 -1.143 -0.553
O -1.241 0.478 0.455 -0.098
C -0.078 0.258 1.288 -0.203
C 0.930 -0.624 0.485 -0.065
O 0.621 -0.333 -0.902 0.154
H -1.152 0.209 -3.014 0.097
H -0.418 -0.280 2.160 0.108
H 0.345 1.232 1.596 0.120
H 1.851 -0.275 0.668 0.088
H 0.797 -1.611 0.628 0.093
```

***

3.
C2H2IrLiO2 as an isolated structure. Source: OMol25; level of theory: the ωB97M-V functional and the def2-TZVPD basis.

Output
Electronic energy in eV: -9230.8475
HOMO energy (alpha / beta) in eV: -13.2 / -15.6
2S+1: 6
Charge: +1

The geometry in XYZ format:
```
8
Properties=species:S:1:pos:R:3:lowdin_charge:R:1
C -1.061 -0.508 0.697 -0.065
C 0.066 -1.275 0.166 -0.388
O 1.321 -0.858 0.503 -0.581
O -0.939 0.766 0.838 -0.024
H -0.551 -0.935 -0.861 0.219
Ir 2.478 -1.867 1.801 1.018
Li 1.133 0.378 1.818 0.691
H -0.154 -2.358 0.311 0.131
```

***

4.
A 8-piece molecular cluster, H16O8 overall. Source: OMol25; level of theory: the ωB97M-V functional and the def2-TZVPD basis.

Output
Electronic energy in eV: -16639.0415
HOMO energy in eV: -10.9
SMILES string: O.O.O.O.O.O.O.O
2S+1: 1
Charge: 0

The geometry in XYZ format:
```
24
Properties=species:S:1:pos:R:3:lowdin_charge:R:1
O 3.369 1.394 -0.868 -0.047
H 3.464 0.889 -0.061 0.024
H 2.921 2.195 -0.599 0.016
O 2.215 -1.787 -3.201 -0.052
H 1.835 -2.444 -3.785 0.024
H 1.993 -2.091 -2.321 0.021
O -0.197 -0.973 -0.157 -0.043
H -1.031 -1.433 -0.061 0.026
H -0.405 -0.057 0.026 0.020
O 0.319 3.795 -0.754 -0.047
H -0.058 3.325 -0.010 0.008
H -0.420 3.941 -1.345 0.034
O 0.363 -0.125 4.072 -0.049
H 0.998 -0.091 3.357 0.028
H -0.244 0.592 3.889 0.012
O 0.001 -4.280 2.617 -0.050
H -0.030 -4.283 1.661 0.023
H -0.793 -4.743 2.885 0.027
O -2.121 -0.029 -3.699 -0.050
H -2.794 -0.423 -3.144 0.022
H -2.539 0.062 -4.556 0.028
O -1.964 2.173 1.793 -0.046
H -2.176 2.823 2.463 0.037
H -2.707 1.570 1.799 0.035
```

***

What are the energy above the lowest of the compared OMol25 structures with the same formula, charge and spin values for these records? In order: 2.079, 1.956, 1.116, 2.969 eV.
What are the strongest force on any atom values for these records? In order: 4.6, 5.7, 7.0, 0.4 eV/A.